(1)
ORCA calculation (ωB97M-V/def2-TZVPD) on a 2-piece molecular cluster, C4H6N2O overall.

Computed properties:
SMILES	c1cnccn1.O
Kohn-Sham gap	9.968	eV
spin multiplicity	1

Each line ends with the natural charge from an NBO analysis.
Atoms and positions in Å:
1 C -0.78 -0.66 -1.67  -0.009
2 C 0.14 0.38 -1.33  0.003
3 N 0.75 0.36 -0.13  -0.423
4 C 0.44 -0.69 0.71  -0.008
5 C -0.41 -1.75 0.38  -0.020
6 N -1.07 -1.70 -0.82  -0.368
7 H -1.33 -0.62 -2.61  0.207
8 H 0.27 1.29 -1.92  0.216
9 H 0.91 -0.69 1.71  0.209
10 H -0.71 -2.56 1.05  0.217
11 O 0.87 2.51 1.49  -0.959
12 H 0.38 2.27 2.31  0.457
13 H 0.54 1.87 0.82  0.480


(2)
ORCA calculation (ωB97M-V/def2-TZVPD) on a 3-piece molecular cluster, C4H6N2O overall.

Computed properties:
Kohn-Sham gap (alpha / beta)	6.843 / 7.097	eV
spin multiplicity	1

Each line ends with the natural charge from an NBO analysis.
Atoms and positions in Å:
1 C -0.73 1.07 -2.15  -0.266
2 O -1.34 0.93 -0.85  -0.412
3 C -0.65 0.26 0.03  0.540
4 C -1.24 -0.05 1.42  0.065
5 N -0.20 -0.72 1.87  -0.653
6 C 0.80 -1.10 0.84  0.336
7 N 0.53 -0.29 -0.22  -0.662
8 H 0.27 1.50 -2.06  0.209
9 H -1.39 1.73 -2.72  0.205
10 H -0.66 0.08 -2.61  0.207
11 H 2.86 -0.36 2.23  -0.084
12 H -0.18 -1.15 2.79  0.419
13 H 2.62 -1.49 1.36  0.097


(3)
ORCA calculation (ωB97M-V/def2-TZVPD) on C4H6N2O in the gas phase.

Computed properties:
SMILES	[H]/N=C(\C#N)OCC
Kohn-Sham gap	11.570	eV
spin multiplicity	1

Each line ends with the natural charge from an NBO analysis.
Atoms and positions in Å:
1 H -2.21 -2.06 -0.02  0.367
2 N -1.56 -1.33 -0.28  -0.654
3 C -0.94 -0.85 0.72  0.474
4 C -1.10 -1.30 2.10  0.199
5 N -1.28 -1.73 3.16  -0.256
6 O -0.02 0.11 0.61  -0.475
7 C 0.27 0.53 -0.74  -0.075
8 C 1.53 1.33 -0.76  -0.625
9 H 0.42 -0.37 -1.36  0.198
10 H -0.61 1.09 -1.10  0.193
11 H 2.37 0.74 -0.39  0.218
12 H 1.74 1.62 -1.79  0.221
13 H 1.39 2.22 -0.15  0.215


(4)
ORCA calculation (ωB97M-V/def2-TZVPD) on C4H6N2O in the gas phase.

Computed properties:
SMILES	Nc1c[nH]c(O)c1
Kohn-Sham gap	8.374	eV
spin multiplicity	1

Each line ends with the natural charge from an NBO analysis.
Atoms and positions in Å:
1 N -2.14 0.75 -0.40  -0.826
2 C -0.85 0.18 -0.17  0.101
3 C -0.49 -1.14 -0.22  -0.155
4 N 0.88 -1.20 0.02  -0.534
5 C 1.35 0.06 0.22  0.447
6 O 2.68 0.20 0.45  -0.669
7 C 0.32 0.95 0.12  -0.429
8 H -2.72 0.11 -0.93  0.364
9 H -2.61 0.95 0.47  0.364
10 H -1.06 -2.03 -0.42  0.208
11 H 1.45 -2.02 0.03  0.416
12 H 2.86 1.14 0.60  0.490
13 H 0.37 2.03 0.19  0.223


What are the F_max values for these records? In order: 2.4; 3.8; 0.9; 0.3 eV/A.
What are the E_tot values for these records? In order: -340.7416; -340.4500; -340.7401; -340.7595 Ha.